1.
72
Properties=species:S:1:pos:R:3:forces:R:3 method="wB97M-V/def2-TZVPD" multiplicity=1 e_lumo_ha=-0.028
C -1.831 -0.181 -4.170 -0.9029 -0.4576 0.6047
C -1.508 -0.605 -2.619 1.2439 -0.0512 0.3460
C -2.876 -1.003 -1.751 0.2415 -0.2249 -2.3386
N -3.146 -0.071 -0.590 -0.0669 0.4969 -2.6081
O -2.884 -0.651 0.608 1.0939 -0.6975 3.1394
S -1.192 -0.656 0.865 1.7980 -5.2055 -1.9296
O -0.818 -2.189 0.877 -1.4930 5.4266 0.8397
O -0.754 0.036 2.361 1.2923 2.0561 -1.0086
C 0.114 1.212 2.028 3.8101 -1.5577 -1.0175
I -0.901 3.178 2.209 0.6818 -1.8166 0.5378
C 1.550 1.081 1.587 -3.7663 1.5334 1.1132
C 2.513 2.373 1.229 0.5679 -1.0558 -0.7685
I 2.545 -0.907 1.374 -1.0333 2.2250 0.1032
H -2.500 -1.045 -4.625 1.5017 1.7497 0.6198
H -0.856 -0.024 -4.821 -2.1259 -0.2783 1.4242
H -2.524 0.784 -4.156 1.6581 -1.8806 -0.1462
H -0.953 0.307 -2.087 -1.5199 -2.7004 -1.4654
H -0.711 -1.493 -2.595 -1.9218 1.6705 -0.1639
H -2.873 -2.146 -1.449 0.0506 2.6173 -0.1394
H -3.773 -0.889 -2.528 1.7100 -0.1344 1.7956
H -2.608 0.821 -0.647 -0.4601 -0.9282 -0.3851
H 1.936 3.376 1.057 0.9723 -2.0343 0.7343
H 3.410 2.471 2.009 -2.2624 -0.1785 -1.5291
H 3.047 2.118 0.192 -1.2403 0.4428 2.2368
C -0.273 2.898 -1.213 0.8404 0.9336 -0.6926
O -0.925 1.918 -1.552 0.1907 1.5228 0.2168
N 0.372 3.764 -2.070 -0.7973 -1.0634 1.1704
C 1.126 4.903 -1.590 -0.0382 -0.1293 -0.1543
C 0.295 3.529 -3.497 -0.1362 -0.2457 -0.1168
H -0.149 3.168 -0.152 0.1214 0.0271 -0.5686
H 0.691 5.816 -2.007 0.1796 0.0660 0.1162
H 2.164 4.805 -1.920 -0.0187 0.1996 0.1042
H 1.101 4.960 -0.498 -0.0689 -0.0638 -0.1608
H -0.756 3.546 -3.804 0.1646 -0.0788 -0.1472
H 0.710 2.541 -3.718 -0.1004 0.1302 -0.1662
H 0.851 4.293 -4.046 -0.0975 -0.1148 0.1502
C 0.007 7.356 -6.380 -0.5207 -0.5156 0.2536
O 0.484 6.278 -6.711 -0.5786 0.7117 0.4443
N -1.176 7.529 -5.693 1.2282 0.1057 -0.6679
C -1.674 8.842 -5.338 -0.0573 -0.2289 0.0043
C -1.945 6.363 -5.313 0.1760 -0.2248 -0.1443
H 0.511 8.307 -6.620 -0.1076 0.0431 0.0557
H -1.767 8.903 -4.250 -0.0803 0.2124 -0.0731
H -2.656 8.984 -5.799 0.0429 0.1999 0.1253
H -0.997 9.627 -5.685 -0.0625 -0.1928 0.0245
H -1.329 5.724 -4.673 -0.2191 -0.0608 -0.0721
H -2.214 5.804 -6.214 -0.0452 -0.0925 0.2162
H -2.852 6.656 -4.777 0.2130 0.0419 -0.1192
C 4.585 -3.610 4.663 -0.8500 0.0594 -0.3922
O 5.077 -2.962 3.748 -0.5781 -0.4024 0.5154
N 3.250 -3.934 4.786 1.5132 0.1706 0.1674
C 2.746 -4.707 5.901 -0.0408 0.0766 -0.2257
C 2.323 -3.487 3.768 0.1506 0.1873 -0.0802
H 5.202 -3.999 5.490 -0.1003 -0.0491 0.0406
H 2.281 -5.619 5.517 -0.0117 0.0328 0.1720
H 2.000 -4.111 6.435 -0.0008 -0.1803 0.1183
H 3.550 -4.976 6.591 -0.0559 0.0967 -0.1474
H 2.632 -3.896 2.801 -0.2170 0.0828 0.0208
H 2.352 -2.395 3.714 -0.1353 -0.2776 0.0196
H 1.307 -3.818 3.999 0.2591 -0.0190 -0.0332
C 0.701 -7.559 4.191 -0.7404 0.1290 -0.5007
O 1.193 -6.911 3.276 -0.5800 -0.4403 0.6741
N -0.634 -7.882 4.314 1.4582 0.1766 0.1601
C -1.139 -8.655 5.429 -0.0562 0.1184 -0.2089
C -1.562 -7.436 3.296 0.1884 0.1958 -0.2482
H 1.317 -7.947 5.018 -0.1112 -0.0707 0.0646
H -1.603 -9.568 5.045 -0.0296 -0.0116 0.2332
H -1.885 -8.059 5.963 0.0043 -0.2051 0.1120
H -0.334 -8.925 6.119 -0.0742 0.0812 -0.1615
H -1.253 -7.844 2.329 -0.1737 0.1565 0.0217
H -1.533 -6.343 3.242 -0.1248 -0.1256 -0.1639
H -2.578 -7.766 3.527 0.2485 0.0182 0.0493

***

2.
13
Properties=species:S:1:pos:R:3:forces:R:3 method="wB97M-V/def2-TZVPD" multiplicity=1 e_lumo_ha=0.036 relative_energy_ev=0.990
C 0.868 -1.033 0.701 -0.0289 -0.0415 0.0652
C -0.108 -0.574 -0.400 0.0666 -0.2039 -0.0076
C -1.275 0.333 0.079 -0.0837 -0.0268 0.1313
C -0.341 1.479 -0.326 0.0065 0.4226 0.0129
O -0.222 2.644 -0.049 -0.0868 -0.4127 -0.2272
N 0.420 0.614 -1.099 0.1669 0.2199 -0.0764
H 1.295 -2.020 0.504 -0.1506 0.0810 0.0064
H 1.709 -0.331 0.770 -0.2136 -0.1378 -0.0081
H 0.398 -1.046 1.689 -0.0159 -0.1426 -0.1371
H -0.401 -1.375 -1.088 0.1398 0.1035 0.2304
H -2.141 0.295 -0.590 0.1413 -0.0436 0.1260
H -1.606 0.272 1.117 0.1861 0.0454 -0.1062
H 1.404 0.742 -1.308 -0.1278 0.1362 -0.0094

***

3.
21
Properties=species:S:1:pos:R:3:forces:R:3 method="wB97M-V/def2-TZVPD" multiplicity=1 e_lumo_ha=0.006 relative_energy_ev=2.877
H 0.747 -1.378 -2.408 -1.2831 0.7012 0.4105
N 0.239 -1.440 -1.518 1.5959 -2.6094 1.9854
C -0.255 -0.497 -0.864 0.6240 -0.9617 -1.6752
N -0.526 -0.422 0.465 -0.4044 0.7026 3.0702
C -1.510 0.500 1.047 -0.0966 0.3258 -0.5075
C -1.213 0.778 2.464 4.1889 -0.5639 -0.3901
O -2.413 1.094 0.508 0.7980 -1.5234 -0.4728
S -0.603 0.762 -2.012 -0.7575 -0.3508 -2.3980
O 0.339 0.589 -3.074 0.8939 1.2412 0.1929
O -0.940 1.997 -1.438 0.1411 1.7733 0.1992
O -1.887 0.055 -2.659 0.8963 -1.8115 2.1937
H 0.179 -0.763 1.240 -1.9172 0.5370 -2.8077
H -1.761 1.581 2.800 -1.6614 1.3415 0.9185
H -0.119 1.194 2.432 -1.6222 -0.7995 0.3190
H -1.197 -0.102 3.095 -0.2026 -0.0564 0.2607
H -2.363 0.668 -3.149 -1.6779 2.0678 -1.5293
C 2.718 -0.928 0.741 -2.3147 -0.3154 -5.1931
H 3.447 -1.550 0.453 3.2758 -2.7787 1.2787
H 1.916 -0.998 1.337 -2.0905 -2.0082 2.9484
H 2.255 -1.183 -0.315 0.1018 1.6745 1.5881
H 2.948 0.043 0.855 1.5127 3.4140 -0.3916

***

4.
85
Properties=species:S:1:pos:R:3:forces:R:3 method="wB97M-V/def2-TZVPD" multiplicity=5 e_lumo_ha="0.015 / 0.013" relative_energy_ev=0.000
Cr -0.789 -0.028 -0.327 -0.6205 0.8511 -0.7864
C 0.410 3.965 3.226 -0.1351 -0.1487 0.0173
N 0.041 2.626 2.780 0.2578 0.2844 0.2137
C -0.091 1.519 3.591 0.0227 0.1556 0.0068
C -0.449 0.494 2.778 -0.0098 0.0449 -0.1872
N -0.535 0.970 1.483 0.1035 -0.2920 0.1593
C -0.233 2.265 1.508 -0.2891 -0.0101 0.0966
P -0.629 3.521 0.170 -0.0129 -0.1337 -0.0175
C -2.148 2.706 -0.310 -0.1815 0.0350 -0.1071
N -2.273 1.423 -0.743 -0.0549 -0.0519 -0.0715
C -3.524 1.329 -1.328 0.3629 -0.0647 0.1070
C -4.161 2.519 -1.259 0.0460 0.1936 0.0501
N -3.303 3.388 -0.613 -0.0413 0.0476 0.1074
C -3.542 4.776 -0.309 0.0815 -0.0789 -0.0383
C 0.523 2.778 -1.046 0.0753 -0.0710 -0.0553
N 0.541 1.468 -1.302 0.0414 -0.2814 -0.3911
C 1.130 1.314 -2.544 -0.1716 -0.0240 0.2067
C 1.473 2.531 -3.035 -0.0283 0.0672 0.0520
N 1.082 3.452 -2.088 0.1868 0.2724 0.0133
C 1.198 4.894 -2.182 -0.0579 -0.1320 -0.0103
H 0.874 3.891 4.206 0.0123 -0.0363 0.0128
H -0.466 4.608 3.293 -0.0454 -0.0095 -0.0103
H 1.116 4.411 2.533 0.0534 -0.0160 -0.0542
H 0.080 1.557 4.656 0.0003 0.0330 -0.1295
H -0.646 -0.537 3.014 0.0079 0.0729 -0.0560
H -3.883 0.422 -1.768 -0.0216 -0.2199 -0.0290
H -5.139 2.824 -1.598 0.1236 -0.0301 0.0409
H -4.568 5.026 -0.563 -0.0220 -0.0040 -0.0150
H -2.861 5.418 -0.877 -0.0048 -0.0036 -0.0204
H -3.379 4.971 0.753 -0.0164 -0.0228 0.0092
H 1.241 0.347 -3.006 -0.0156 0.0530 0.0438
H 1.956 2.819 -3.955 -0.0463 0.0051 0.0876
H 1.780 5.149 -3.063 0.0151 -0.0217 -0.0194
H 1.693 5.298 -1.301 0.0392 -0.0247 0.0283
H 0.209 5.351 -2.259 -0.0331 -0.0120 -0.0164
O -0.895 -3.049 -1.077 -0.0492 -0.0568 0.0662
S -0.522 -2.396 -2.315 -0.0446 -0.1539 0.3043
O -1.080 -2.947 -3.515 0.0840 0.2635 -0.2566
O -0.724 -0.906 -2.212 -0.1155 -0.1926 0.3811
C 1.237 -2.654 -2.344 0.0622 0.0529 0.1444
C 1.796 -3.351 -3.404 -0.0886 0.0885 0.0600
C 3.110 -3.781 -3.314 0.1256 -0.0097 0.0048
C 3.843 -3.533 -2.162 0.0944 -0.0698 -0.0433
C 3.285 -2.815 -1.115 0.0044 0.0146 0.0080
C 1.980 -2.348 -1.195 -0.2500 0.2081 -0.1823
P 1.285 -1.310 0.170 0.8556 -0.3646 0.1409
C 2.589 -0.020 0.356 0.0039 0.0216 -0.0153
C 2.624 0.757 1.517 -0.0376 -0.0639 -0.0233
C 3.504 1.822 1.636 -0.0012 0.0099 -0.0280
C 4.352 2.147 0.585 -0.0324 -0.0403 -0.0456
C 4.309 1.399 -0.582 -0.0229 0.0373 0.0589
C 3.436 0.325 -0.695 0.0561 -0.0795 0.0616
C 1.528 -2.418 1.616 -0.0918 0.0316 -0.0299
C 0.634 -3.479 1.784 -0.0259 0.0715 -0.0286
C 0.799 -4.371 2.833 0.0133 -0.0098 0.0248
C 1.852 -4.219 3.728 -0.0279 0.0039 -0.0444
C 2.748 -3.173 3.560 -0.0126 0.0131 0.0166
C 2.589 -2.279 2.508 0.0336 -0.0876 -0.0206
H 1.183 -3.571 -4.268 0.0093 -0.0090 0.0603
H 3.557 -4.328 -4.135 -0.0145 0.0002 0.0303
H 4.857 -3.906 -2.077 -0.0287 0.0399 -0.0021
H 3.871 -2.615 -0.226 0.0230 0.0023 0.0131
H 1.953 0.533 2.337 0.0901 -0.0203 -0.0109
H 3.526 2.402 2.552 -0.0139 -0.0288 -0.0223
H 5.041 2.977 0.677 -0.0028 0.0075 -0.0077
H 4.954 1.653 -1.415 -0.0100 -0.0203 0.0129
H 3.416 -0.236 -1.620 0.0048 0.0146 0.0407
H -0.187 -3.606 1.091 -0.0218 0.0337 -0.0094
H 0.098 -5.189 2.952 0.0415 0.0560 -0.0162
H 1.978 -4.916 4.548 -0.0218 0.0430 -0.0536
H 3.577 -3.050 4.248 -0.0376 -0.0059 -0.0524
H 3.313 -1.487 2.385 0.0052 0.0526 -0.0050
O -1.804 -1.602 1.610 -0.2236 -0.0458 -0.2667
C -2.185 -1.285 0.486 0.0309 -0.5473 0.5265
F -7.058 -3.661 -0.971 -0.1533 -0.0712 -0.0287
C -5.892 -3.076 -0.637 0.0499 0.0209 0.0262
C -5.006 -2.746 -1.641 0.0702 0.0297 -0.1371
C -3.811 -2.137 -1.293 0.0973 0.1177 -0.0753
C -3.500 -1.879 0.038 0.0454 0.0679 -0.0236
C -4.413 -2.247 1.023 -0.1081 0.0123 0.0491
C -5.625 -2.837 0.694 0.0832 0.0578 0.1729
H -5.248 -2.978 -2.671 0.0214 0.0251 0.0588
H -3.100 -1.892 -2.071 -0.1074 0.0430 0.0085
H -4.151 -2.068 2.058 -0.0326 -0.0068 -0.0180
H -6.349 -3.118 1.450 0.0494 0.0165 -0.0614

***

5.
103
Properties=species:S:1:pos:R:3:forces:R:3 method="wB97M-V/def2-TZVPD" multiplicity=1 e_lumo_ha=-0.009 relative_energy_ev=0.000
Sr 0.798 0.070 -0.432 -0.0945 0.0139 -0.1443
O 3.200 -3.376 -0.146 0.0066 -0.0065 0.0101
C 2.111 -2.822 0.027 -0.0242 -0.0407 -0.0148
O 1.869 -1.776 0.698 -0.0274 0.0141 -0.0397
C 0.935 -3.397 -0.756 0.0153 0.0163 0.0061
C 0.764 -4.798 -0.855 -0.0146 0.0008 0.0023
C -0.249 -5.280 -1.623 0.0071 -0.0039 0.0120
C -1.046 -4.378 -2.370 -0.0113 -0.0149 0.0028
C -2.056 -4.804 -3.265 0.0060 -0.0050 0.0029
C -2.736 -3.895 -4.025 -0.0075 0.0212 -0.0015
C -2.439 -2.519 -3.919 0.0017 -0.0118 -0.0076
C -1.490 -2.080 -3.040 0.0152 -0.0068 -0.0001
C -0.777 -3.000 -2.239 -0.0103 0.0122 0.0029
N 0.178 -2.527 -1.382 0.0208 -0.0233 -0.0303
H 1.442 -5.441 -0.313 0.0028 0.0020 -0.0016
H -0.436 -6.345 -1.701 -0.0019 0.0004 -0.0009
H -2.266 -5.863 -3.348 0.0019 -0.0007 0.0013
H -3.500 -4.227 -4.715 -0.0012 0.0017 0.0003
H -2.977 -1.806 -4.530 -0.0039 0.0004 -0.0006
H -1.264 -1.026 -2.945 0.0157 -0.0105 -0.0034
O 2.373 0.472 8.164 0.0399 0.0125 -0.0237
C 2.482 -0.307 7.056 -0.1429 -0.0619 0.0392
O 2.942 -1.412 7.162 0.0584 0.0312 -0.0174
C 1.996 0.278 5.779 0.0596 -0.0083 -0.0091
C 2.389 -0.329 4.587 0.0022 0.0038 0.0314
C 1.977 0.167 3.366 -0.0689 0.0454 0.0053
C 1.129 1.282 3.284 0.0504 0.0697 -0.0104
S 0.528 1.937 1.774 -0.0014 0.1157 0.1612
C 0.732 1.880 4.488 -0.0249 -0.0008 0.0226
C 1.158 1.391 5.708 -0.0094 0.0197 -0.0114
H 2.084 1.355 7.908 0.0072 0.0018 0.0097
H 3.025 -1.203 4.640 0.0018 0.0035 -0.0074
H 2.298 -0.329 2.463 0.0250 -0.0382 -0.0618
H 0.069 2.735 4.447 -0.0033 -0.0027 0.0017
H 0.787 1.874 6.607 -0.0057 0.0104 -0.0080
Te 3.137 2.803 -0.049 0.0160 -0.0164 0.0050
C 4.736 2.899 -1.474 0.0031 0.1368 -0.0216
C 6.060 3.228 -1.274 -0.0068 -0.0364 0.0135
C 6.881 3.099 -2.436 0.0221 -0.0663 0.0230
C 6.187 2.657 -3.521 -0.0319 0.1214 -0.0321
S 4.522 2.464 -3.131 0.0017 -0.1439 -0.0018
H 6.420 3.584 -0.317 0.0112 -0.0249 0.0004
H 7.936 3.337 -2.461 0.0014 -0.0155 0.0079
H 6.553 2.495 -4.523 0.0043 0.0137 -0.0018
N 0.563 3.864 -2.327 0.0189 -0.0091 -0.0402
C -0.062 3.105 -3.218 -0.0185 0.0394 0.1094
N -0.708 3.724 -4.225 -0.0228 -0.0209 0.0264
S -0.092 1.412 -3.137 0.0750 -0.0959 -0.1037
H 0.629 4.862 -2.450 -0.0035 0.0010 0.0038
H 1.200 3.445 -1.641 -0.0019 0.0092 0.0134
H -0.825 4.722 -4.241 0.0152 0.0008 -0.0132
H -1.278 3.160 -4.829 0.0003 0.0029 -0.0014
N 6.110 0.052 -0.896 0.0212 0.0164 0.0193
C 5.277 -0.804 -1.812 -0.0063 -0.0017 -0.0210
C 3.844 -0.540 -1.391 0.0029 -0.0430 0.0099
N 2.776 -1.006 -2.249 0.0652 -0.0104 -0.0214
H 7.110 -0.087 -1.021 -0.0029 0.0067 -0.0052
H 5.868 -0.146 0.079 0.0049 0.0028 -0.0068
H 5.902 1.065 -1.047 -0.0056 0.0159 -0.0075
H 5.572 -1.844 -1.677 0.0126 0.0068 0.0070
H 5.483 -0.472 -2.828 0.0069 -0.0024 0.0049
H 3.730 0.538 -1.293 -0.0328 0.0011 0.0341
H 3.696 -0.967 -0.395 0.0269 -0.0255 -0.0086
H 2.783 -2.014 -2.356 -0.0223 0.0066 -0.0017
H 2.796 -0.565 -3.162 -0.0120 0.0147 0.0102
C -4.460 -1.774 -0.995 0.0010 -0.0155 0.0109
C -4.207 -0.292 -0.702 0.0008 0.0105 0.0115
C -3.976 0.431 -2.036 0.0031 0.0119 -0.0060
C -5.450 0.319 -0.053 0.0007 0.0045 0.0000
P -2.613 -0.073 0.298 -0.0053 -0.0722 -0.0321
C -2.795 1.680 0.799 0.0267 0.0185 0.0225
C -3.419 2.158 1.948 -0.0027 0.0163 -0.0149
C -3.463 3.518 2.221 -0.0073 -0.0120 0.0024
C -2.900 4.428 1.340 0.0112 0.0070 -0.0074
C -2.285 3.969 0.185 -0.0145 0.0161 0.0279
C -2.226 2.610 -0.073 0.0134 -0.0094 -0.0176
C -2.693 -1.163 1.834 0.0280 0.0072 0.0040
C -1.658 -0.620 2.829 -0.0237 -0.0427 0.0146
C -2.192 -2.552 1.402 0.0177 -0.0062 0.0054
C -4.038 -1.342 2.542 0.0048 0.0020 0.0132
H -5.249 -1.856 -1.749 -0.0002 -0.0030 -0.0001
H -4.795 -2.317 -0.112 0.0032 0.0078 -0.0027
H -3.574 -2.272 -1.391 0.0081 -0.0042 0.0022
H -4.858 0.294 -2.671 -0.0003 -0.0031 -0.0012
H -3.107 0.043 -2.568 -0.0220 0.0223 0.0156
H -3.834 1.503 -1.892 -0.0021 0.0013 0.0123
H -6.313 0.135 -0.702 -0.0012 0.0038 0.0008
H -5.347 1.397 0.067 0.0031 0.0043 -0.0006
H -5.673 -0.111 0.922 0.0007 -0.0075 -0.0055
H -3.870 1.475 2.652 -0.0053 -0.0273 0.0163
H -3.939 3.865 3.129 -0.0014 0.0014 -0.0005
H -2.927 5.487 1.560 -0.0015 0.0019 0.0015
H -1.820 4.667 -0.501 0.0012 -0.0027 0.0017
H -1.707 2.260 -0.961 -0.0229 -0.0020 0.0158
H -0.656 -0.602 2.396 -0.0278 -0.0060 0.0113
H -1.623 -1.283 3.698 -0.0101 -0.0063 -0.0019
H -1.873 0.390 3.174 -0.0014 -0.0016 -0.0070
H -1.195 -2.490 0.962 0.0078 0.0025 -0.0041
H -2.851 -3.044 0.688 -0.0062 0.0106 -0.0009
H -2.122 -3.189 2.289 -0.0013 -0.0024 -0.0058
H -4.465 -0.408 2.900 -0.0062 0.0255 0.0048
H -3.883 -1.983 3.415 -0.0013 0.0035 -0.0025
H -4.778 -1.832 1.910 0.0067 0.0011 -0.0018

***

6.
15
Properties=species:S:1:pos:R:3:forces:R:3 method="wB97M-V/def2-TZVPD" multiplicity=1 e_lumo_ha=0.028 relative_energy_ev=4.622
C 0.304 1.777 -0.122 1.7657 -1.6178 -2.3675
C -0.071 0.697 0.731 0.1972 -0.6191 0.6116
C -0.629 -0.530 0.404 1.5420 1.7114 1.9684
H 1.733 0.224 -2.525 0.0014 0.2711 2.1377
H 1.720 -0.222 -0.722 -0.3979 0.7677 -1.9542
H 0.030 2.766 0.161 0.1330 0.7506 -0.0431
H -1.618 -1.970 -0.738 4.5428 3.2107 -0.9449
H -0.018 -0.935 -1.585 -0.1419 0.4085 -0.2098
H -1.333 -0.335 2.401 0.6296 -2.9451 -3.1485
H -0.711 -2.076 1.942 -1.8566 3.5828 -1.4690
N 1.296 0.291 -1.567 1.5030 -0.9218 -0.0674
N 0.961 1.581 -1.252 -1.6370 1.5383 1.1247
N -0.602 -1.179 -0.804 -6.3592 -3.8718 3.0098
N -1.244 -1.109 1.545 0.9353 -1.7617 3.1446
F 0.184 1.020 2.130 -0.8575 -0.5040 -1.7924

***

Copy entry 6 word for word.
15
Properties=species:S:1:pos:R:3:forces:R:3 method="wB97M-V/def2-TZVPD" multiplicity=1 e_lumo_ha=0.028 relative_energy_ev=4.622
C 0.304 1.777 -0.122 1.7657 -1.6178 -2.3675
C -0.071 0.697 0.731 0.1972 -0.6191 0.6116
C -0.629 -0.530 0.404 1.5420 1.7114 1.9684
H 1.733 0.224 -2.525 0.0014 0.2711 2.1377
H 1.720 -0.222 -0.722 -0.3979 0.7677 -1.9542
H 0.030 2.766 0.161 0.1330 0.7506 -0.0431
H -1.618 -1.970 -0.738 4.5428 3.2107 -0.9449
H -0.018 -0.935 -1.585 -0.1419 0.4085 -0.2098
H -1.333 -0.335 2.401 0.6296 -2.9451 -3.1485
H -0.711 -2.076 1.942 -1.8566 3.5828 -1.4690
N 1.296 0.291 -1.567 1.5030 -0.9218 -0.0674
N 0.961 1.581 -1.252 -1.6370 1.5383 1.1247
N -0.602 -1.179 -0.804 -6.3592 -3.8718 3.0098
N -1.244 -1.109 1.545 0.9353 -1.7617 3.1446
F 0.184 1.020 2.130 -0.8575 -0.5040 -1.7924